(1)
The following is a DFT calculation (wB97M-V/def2-TZVPD) of a gas-phase ion, C4H8NO2 (charge -1).

The SMILES is C[C@@H](N)CC(=O)[O-]. As for the HOMO-LUMO gap: 7.9 eV. For the HOMO energy, the calculation gives -3.835 eV. The value obtained for the LUMO energy is 4.08 eV.

Structure (ORCA input):
```
! wB97M-V def2-TZVPD RIJCOSX def2/J DEFGRID3
* xyz -1 1
C 0.61 -0.69 -1.62
C 0.00 0.15 -0.51
N -1.47 -0.07 -0.58
C 0.44 -0.23 0.89
C 0.13 0.88 1.97
O -0.99 1.44 2.00
O 1.12 1.17 2.70
H 0.24 -1.71 -1.56
H 1.71 -0.67 -1.53
H 0.37 -0.31 -2.61
H 0.23 1.21 -0.69
H -1.86 -0.38 0.30
H -1.99 0.66 -1.02
H -0.07 -1.10 1.34
H 1.52 -0.36 0.94
*
```

Löwdin atomic charge list, values in e, 6 entries:
1 C -0.1079
2 C -0.4514
3 N 0.0195
4 C -0.1218
5 C -0.7463
6 O -0.0910



(2)
The following is a DFT calculation (wB97M-V/def2-TZVPD) of 2 unconnected molecules or ions with the total composition C4H8NO2.

As for the HOMO-LUMO gap (spin up / spin down): 7.2 / 7.2 eV. For the HOMO energy (spin up / spin down), the calculation gives -3.088 / -3.089 eV. The value obtained for the LUMO energy (spin up / spin down) is 4.11 / 4.11 eV.

Structure (ORCA input):
```
! wB97M-V def2-TZVPD RIJCOSX def2/J DEFGRID3
* xyz -1 1
C 0.95 0.53 -0.44
C 1.24 -0.80 -1.07
C -0.40 0.48 0.16
C 0.99 -1.82 0.15
N -1.47 0.93 0.36
O -3.01 1.57 2.55
O 1.92 -1.84 0.94
H 1.59 0.81 0.46
H 1.08 1.47 -1.11
H 0.65 -0.88 -1.95
H 2.32 -0.86 -1.34
H 0.06 -1.17 0.55
H 0.57 -2.87 -0.30
H -2.80 1.88 1.64
H -2.73 0.63 2.36
*
```

Löwdin atomic charge list, values in e, 6 entries:
1 C -0.2470
2 C -0.2184
3 C -0.2777
4 C -0.6152
5 N 0.1053
6 O -0.1576



(3)
The following is a DFT calculation (wB97M-V/def2-TZVPD) of a gas-phase ion, C4H8NO2 (charge -1).

The SMILES is NC(=O)CCC[O-]. As for the HOMO-LUMO gap: 6.5 eV. For the HOMO energy, the calculation gives -2.513 eV. The value obtained for the LUMO energy is 3.96 eV.

Structure (ORCA input):
```
! wB97M-V def2-TZVPD RIJCOSX def2/J DEFGRID3
* xyz -1 1
N -2.04 -0.37 1.08
C -1.36 -1.21 0.26
O -1.28 -2.43 0.54
C -0.22 -0.54 -0.61
C 0.90 0.02 0.15
C 1.52 1.31 -0.70
O 0.62 2.26 -0.68
H -1.77 0.62 1.10
H -2.44 -0.79 1.90
H 0.21 -1.25 -1.24
H -0.81 -0.03 -1.37
H 0.54 0.55 1.02
H 1.80 -0.63 0.39
H 2.51 1.61 -0.14
H 1.83 0.88 -1.70
*
```

Löwdin atomic charge list, values in e, 6 entries:
1 N 0.1301
2 C -0.4859
3 O -0.0430
4 C -0.1894
5 C -0.2190
6 C -0.5629



(4)
The following is a DFT calculation (wB97M-V/def2-TZVPD) of a gas-phase ion, C4H8NO2 (charge -1).

The SMILES is CN(C=O)CC[O-]. As for the HOMO-LUMO gap: 6.5 eV. For the HOMO energy, the calculation gives -2.647 eV. The value obtained for the LUMO energy is 3.81 eV.

Structure (ORCA input):
```
! wB97M-V def2-TZVPD RIJCOSX def2/J DEFGRID3
* xyz -1 1
C -0.07 0.57 -1.78
N -0.42 -0.07 -0.51
C -1.70 -0.16 -0.17
O -2.71 0.13 -0.99
C 0.70 -0.54 0.34
C 1.61 0.39 1.12
O 2.27 -0.39 2.06
H -1.11 0.95 -2.29
H 0.65 1.28 -1.38
H 0.57 -0.20 -2.30
H -1.85 -0.79 0.60
H 0.27 -1.12 1.18
H 1.46 -1.16 -0.27
H 0.84 1.06 1.60
H 2.45 1.05 0.78
*
```

Löwdin atomic charge list, values in e, 6 entries:
1 C -0.0482
2 N -0.1726
3 C -0.2714
4 O -0.1617
5 C -0.1947
6 C -0.5396



(5)
The following is a DFT calculation (wB97M-V/def2-TZVPD) of a gas-phase ion, C4H8NO2 (charge -1).

The SMILES is CCCNC(=O)[O-]. As for the HOMO-LUMO gap: 7.5 eV. For the HOMO energy, the calculation gives -3.768 eV. The value obtained for the LUMO energy is 3.68 eV.

Structure (ORCA input):
```
! wB97M-V def2-TZVPD RIJCOSX def2/J DEFGRID3
* xyz -1 1
C -0.29 2.25 -0.25
C 0.32 0.86 -0.59
C -0.39 -0.35 0.00
N 0.47 -1.50 0.00
C 0.11 -2.64 0.79
O 1.07 -3.31 1.23
O -1.11 -2.76 1.00
H -1.22 2.19 0.32
H -0.46 2.81 -1.18
H 0.43 2.84 0.32
H 0.30 0.74 -1.69
H 1.38 0.91 -0.33
H -1.29 -0.54 -0.58
H -0.76 -0.16 0.99
H 1.47 -1.34 -0.03
*
```

Löwdin atomic charge list, values in e, 6 entries:
1 C -0.1190
2 C -0.2533
3 C -0.2767
4 N -0.0007
5 C -0.8223
6 O -0.1155



(6)
The following is a DFT calculation (wB97M-V/def2-TZVPD) of a gas-phase ion, C4H8NO2 (charge -1).

As for the HOMO-LUMO gap: 6.7 eV. For the HOMO energy, the calculation gives -2.523 eV. The value obtained for the LUMO energy is 4.13 eV.

Structure (ORCA input):
```
! wB97M-V def2-TZVPD RIJCOSX def2/J DEFGRID3
* xyz -1 1
C -0.84 0.02 1.47
O -1.96 -0.65 0.99
C -0.02 0.45 0.25
C 0.69 -0.80 -0.38
C 1.66 -0.34 -1.42
O 2.72 -0.83 -1.72
N -0.97 0.91 -0.74
H -0.28 -0.57 2.17
H -1.11 0.95 1.99
H 0.75 1.19 0.53
H -0.13 -1.28 -0.91
H 1.16 -1.43 0.37
H 1.25 0.57 -1.90
H -2.01 -0.12 0.13
H -0.91 1.93 -0.83
*
```

Löwdin atomic charge list, values in e, 6 entries:
1 C -0.3292
2 O -0.1483
3 C -0.5111
4 C -0.1597
5 C -0.3077
6 O -0.0150



These records have energy relative to the best compared isomer or geometry (same formula, charge and spin) values of 0.553, 3.499, 2.735, 3.856, 0.313, 2.820 eV, in the order they appear.
These records have max |F| values of 1.90, 4.62, 4.89, 6.77, 1.04, 1.15 eV Å⁻¹, in the order they appear.
These records have molecular weight values of 102.1, 102.1, 102.1, 102.1, 102.1, 102.1 g/mol, in the order they appear.